No. 1
{"formula": "C17H15Cl2IN6O6PbS", "method": "ωB97M-V/def2-TZVPD", "elements": ["Pb", "O", "Cl", "O", "O", "O", "N", "C", "N", "C", "N", "C", "C", "N", "C", "C", "N", "H", "H", "H", "H", "H", "Cl", "C", "C", "C", "I", "C", "O", "C", "N", "C", "C", "C", "C", "H", "H", "H", "H", "C", "S", "C", "O", "H", "H", "H", "H", "H", "H"], "coordinates": [[-0.389195, 0.379240, 0.200261], [1.483009, -0.163486, 4.231079], [1.225524, 0.591570, 3.062684], [1.781452, 1.907023, 3.113903], [-0.220784, 0.677466, 2.813571], [1.776845, -0.106529, 1.872173], [0.558589, 4.962752, 0.083751], [0.310580, 3.887393, 0.828840], [0.110965, 2.862302, 0.019378], [0.260182, 3.396597, -1.234607], [0.536087, 4.672813, -1.231806], [0.146682, 2.570158, -2.443531], [0.263733, 3.086381, -3.730058], [0.187835, 2.298119, -4.794459], [-0.005547, 0.996847, -4.598427], [-0.135740, 0.474612, -3.319502], [-0.058435, 1.266243, -2.251323], [0.751423, 5.904146, 0.384194], [0.308261, 3.852244, 1.908845], [0.418778, 4.146210, -3.890974], [-0.058796, 0.362319, -5.474970], [-0.302882, -0.583655, -3.146549], [4.472502, -4.926746, 1.845776], [3.710430, -3.581149, 1.224793], [4.495699, -2.436642, 1.004625], [3.947838, -1.326070, 0.435724], [4.995841, 0.387250, 0.166394], [2.515800, -1.353295, -0.052927], [2.092245, -0.537135, -0.824999], [1.673815, -2.507309, 0.413303], [0.372472, -2.407518, 0.227598], [-0.397439, -3.447843, 0.565578], [0.116861, -4.633097, 1.073881], [1.474886, -4.722019, 1.292500], [2.283659, -3.628743, 0.973221], [5.536681, -2.451205, 1.300794], [-1.464842, -3.316735, 0.428693], [-0.538558, -5.458697, 1.314171], [1.908627, -5.621545, 1.711380], [-5.178954, 0.835390, -0.733680], [-4.163215, -0.381026, 0.086095], [-4.447512, 0.143302, 1.771366], [-2.720665, 0.025278, -0.230611], [-4.847490, 1.829150, -0.431403], [-6.220790, 0.666373, -0.453586], [-5.059241, 0.691770, -1.805155], [-4.107146, 1.174013, 1.877000], [-3.885905, -0.514107, 2.433764], [-5.514155, 0.057612, 1.983223]], "forces_ev_per_a": [[0.1, 0.1, 0.0], [0.0, 0.0, -0.2], [0.1, 0.2, 0.3], [-0.1, -0.3, -0.1], [0.0, 0.1, -0.1], [-0.1, 0.1, 0.1], [0.0, 0.1, 0.1], [0.1, -0.1, -0.1], [-0.1, -0.1, -0.1], [0.0, -0.2, 0.1], [0.0, 0.0, 0.2], [0.0, -0.1, 0.0], [0.0, -0.1, -0.1], [0.0, 0.0, 0.0], [0.0, 0.2, 0.1], [0.0, 0.1, 0.1], [-0.1, -0.1, 0.0], [0.0, 0.1, 0.0], [0.0, 0.1, -0.1], [0.0, 0.0, 0.0], [0.0, 0.0, 0.0], [0.0, 0.1, 0.0], [0.1, -0.1, 0.1], [-0.2, 0.1, -0.1], [0.1, -0.1, 0.0], [-0.1, 0.4, -0.1], [-0.1, -0.2, 0.0], [0.1, -0.2, 0.1], [0.0, 0.1, -0.1], [0.1, 0.0, 0.0], [-0.1, -0.1, -0.2], [0.1, 0.1, 0.0], [-0.1, 0.0, 0.0], [0.1, -0.2, 0.1], [0.2, -0.1, 0.1], [0.0, -0.1, 0.0], [0.0, 0.0, 0.0], [0.0, 0.0, 0.0], [0.0, 0.0, 0.0], [0.0, 0.0, 0.0], [0.0, 0.0, 0.0], [0.1, 0.0, 0.0], [-0.2, 0.0, 0.1], [0.0, 0.0, 0.0], [0.1, 0.0, 0.0], [0.0, 0.0, 0.0], [-0.1, 0.0, 0.0], [0.0, 0.0, 0.0], [0.1, 0.0, 0.0]], "nbo_charge": [1.589, -0.763, 2.550, -0.802, -0.894, -0.947, -0.315, 0.237, -0.608, 0.278, -0.211, 0.117, 0.048, -0.319, 0.018, 0.015, -0.479, 0.445, 0.260, 0.237, 0.228, 0.212, 0.252, 0.192, -0.351, -0.078, 0.509, 0.521, -0.467, 0.153, -0.431, 0.116, -0.219, -0.083, -0.119, 0.280, 0.224, 0.263, 0.257, -0.812, 1.270, -0.815, -1.088, 0.246, 0.262, 0.260, 0.246, 0.255, 0.263], "total_charge": 2}


No. 2
{"formula": "C2H4ClN3", "method": "ωB97M-V/def2-TZVPD", "elements": ["C", "C", "N", "N", "N", "Cl", "H", "H", "H", "H"], "coordinates": [[1.014954, 1.163672, -1.152777], [0.442848, 0.003782, 0.808841], [0.651186, -0.659706, 1.799511], [0.495557, 1.011765, 0.013534], [-1.154697, -0.973690, -0.420919], [-2.061163, -1.805002, 0.731751], [0.650989, 2.090105, -1.764436], [1.686310, 0.455026, -1.502931], [-0.099291, -1.270587, 2.168187], [-1.626691, -0.015364, -0.680761]], "forces_ev_per_a": [[-2.2, 2.6, 0.4], [-1.7, -2.1, -0.6], [0.0, 0.7, 0.4], [0.2, 1.0, -0.6], [0.9, 3.0, -0.3], [-0.3, 0.1, 0.1], [1.1, -1.9, 1.2], [1.2, -1.1, -1.1], [0.4, 0.1, -0.5], [0.5, -2.3, 1.0]], "nbo_charge": [-0.005, 0.672, -0.653, -0.472, -0.761, 0.097, 0.197, 0.177, 0.412, 0.337]}


No. 3
{"formula": "C18H30N2O", "method": "ωB97M-V/def2-TZVPD", "elements": ["C", "H", "H", "H", "C", "N", "C", "C", "N", "C", "H", "C", "C", "H", "H", "C", "O", "H", "H", "H", "H", "H", "C", "C", "H", "H", "C", "C", "C", "C", "C", "C", "C", "H", "H", "H", "H", "H", "H", "H", "H", "H", "H", "H", "H", "H", "C", "H", "H", "H", "H"], "coordinates": [[-4.289584, -1.756774, 0.889130], [-4.729358, -2.748813, 0.954376], [-3.911700, -1.490381, 1.873168], [-5.068686, -1.051082, 0.614079], [-3.168889, -1.758501, -0.156600], [-2.726152, -0.394356, -0.418222], [-2.221771, -0.101194, -1.747438], [-0.702371, -0.217950, -1.893810], [-0.062394, 0.636918, -0.913041], [-0.438765, 0.192183, 0.414794], [-0.098524, -0.844935, 0.591250], [-1.962365, 0.292331, 0.616153], [-2.367118, 1.775440, 0.697598], [-1.818063, 2.238166, 1.519194], [-2.082896, 2.279028, -0.225657], [-3.864802, 1.965812, 0.945491], [-4.655207, 1.610894, -0.158195], [-4.310571, 0.754511, -0.464460], [-4.163082, 1.380176, 1.830742], [-4.078847, 3.019296, 1.148363], [-2.205662, -0.172214, 1.576955], [0.041625, 0.835823, 1.151871], [1.377923, 0.699129, -1.100193], [2.013000, 1.872165, -0.340703], [2.691613, 2.401193, -1.011264], [1.219954, 2.566709, -0.059326], [2.805395, 1.458863, 0.908606], [3.960398, 0.564048, 0.559191], [5.081086, 1.080193, -0.080685], [6.135928, 0.258677, -0.432803], [6.086073, -1.096198, -0.150403], [4.977794, -1.620925, 0.490385], [3.924165, -0.795004, 0.842313], [3.064712, -1.211520, 1.350194], [4.933240, -2.676316, 0.718023], [6.909288, -1.739004, -0.425403], [7.001123, 0.675685, -0.927640], [5.127757, 2.137802, -0.299059], [2.152373, 0.947654, 1.617336], [3.181553, 2.365433, 1.390023], [1.866493, -0.248201, -0.812074], [1.546984, 0.836710, -2.171167], [-0.379980, -1.270801, -1.786785], [-0.419605, 0.119187, -2.894358], [-2.496551, 0.930752, -1.989942], [-2.711625, -0.758727, -2.468666], [-2.085237, -2.764861, 0.255463], [-1.654518, -2.501985, 1.219019], [-1.291604, -2.812215, -0.485886], [-2.527236, -3.755045, 0.340913], [-3.605312, -2.107796, -1.100831]], "forces_ev_per_a": [[0.1, 0.0, -0.3], [-0.1, -0.1, 0.1], [0.0, 0.0, 0.1], [-0.1, 0.1, 0.0], [-0.1, -0.3, 0.2], [-0.1, 0.0, -0.2], [0.3, 0.0, -0.2], [-0.2, 0.0, -0.1], [-0.1, -0.1, -0.1], [-0.2, -0.1, 0.1], [0.0, 0.0, 0.0], [0.3, 0.4, 0.3], [-0.4, -0.3, 0.1], [0.1, 0.1, 0.0], [0.0, 0.1, 0.0], [0.3, 0.1, 0.2], [-0.3, 0.0, -0.4], [0.1, 0.0, 0.1], [0.0, 0.1, 0.0], [0.0, -0.1, 0.1], [0.0, 0.0, 0.0], [0.0, 0.0, 0.1], [0.0, 0.2, 0.0], [0.0, -0.2, 0.1], [0.0, 0.1, 0.0], [0.0, 0.1, -0.1], [0.0, 0.2, -0.2], [0.0, 0.0, 0.2], [0.0, 0.0, 0.0], [0.1, 0.0, -0.1], [0.1, -0.1, 0.0], [0.0, -0.1, 0.0], [0.0, 0.0, 0.0], [-0.1, 0.0, 0.0], [0.0, -0.1, 0.0], [0.1, 0.0, 0.0], [0.1, 0.0, 0.0], [0.0, 0.1, 0.0], [0.0, 0.0, 0.1], [0.0, 0.0, 0.1], [-0.1, 0.0, -0.1], [0.0, -0.1, 0.1], [0.0, 0.1, 0.0], [0.0, 0.0, 0.0], [0.0, -0.1, -0.1], [0.0, 0.0, 0.0], [-0.2, 0.2, -0.3], [0.1, 0.0, 0.1], [0.1, 0.0, 0.0], [0.0, -0.1, 0.1], [0.0, 0.1, 0.1]], "nbo_charge": [-0.618, 0.212, 0.200, 0.220, -0.021, -0.501, -0.219, -0.234, -0.449, -0.234, 0.166, -0.046, -0.439, 0.206, 0.220, -0.053, -0.743, 0.487, 0.143, 0.178, 0.205, 0.203, -0.220, -0.404, 0.208, 0.219, -0.440, 0.083, -0.250, -0.201, -0.227, -0.193, -0.258, 0.208, 0.210, 0.212, 0.212, 0.208, 0.203, 0.216, 0.171, 0.202, 0.156, 0.205, 0.204, 0.205, -0.633, 0.201, 0.208, 0.214, 0.195], "smiles": "CC(C)N1CCN(CCCc2ccccc2)C[C@H]1CCO"}


Energy relative to the best compared isomer or geometry (same formula, charge and spin) / kJ/mol: 57.1 312.6 0.0
Strongest force on any atom / eV/A: 0.4 3.4 0.5